*one*
Below is an isolated molecule of C3H7N5, with properties calculated with the ωB97M-V functional and the def2-TZVPD basis.

Each line ends with the Löwdin charge.
CARTESIAN COORDINATES (ANGSTROEM)
C (-1.58, -1.07, -0.55)  -0.07
N (0.46, -0.57, 0.43)  -0.10
H (1.67, 0.63, 1.67)  0.11
H (-0.24, -0.13, 2.38)  0.19
H (0.31, -2.61, 1.38)  0.13
H (1.46, 0.93, -0.90)  0.00
N (0.56, 0.46, 1.59)  -0.04
H (0.52, 2.69, -0.70)  0.13
H (1.04, 1.92, -2.20)  0.03
C (-0.61, -0.06, -0.57)  -0.44
N (-0.60, 0.85, -1.39)  0.09
C (0.79, 1.61, -1.22)  -0.07
N (-0.17, -1.82, 0.98)  -0.09
H (-2.44, -0.73, -1.10)  0.11
N (-1.16, -2.12, 0.21)  0.02

Results
* total charge: 0
* LUMO: 0.2759 eV
* E_HOMO: -8.29 eV

*two*
Below is an isolated molecule of C3H7N5, with properties calculated with the ωB97M-V functional and the def2-TZVPD basis.

Each line ends with the Löwdin charge.
CARTESIAN COORDINATES (ANGSTROEM)
N (0.42, 2.06, 0.94)  -0.07
H (0.10, -1.17, -2.32)  0.05
N (-0.54, 0.20, 2.23)  0.04
H (-1.09, -0.39, 1.49)  0.08
H (0.05, 1.13, -2.13)  0.14
C (0.09, -1.83, -1.41)  -0.11
H (0.77, -2.78, -1.44)  0.09
N (0.63, 0.73, 1.30)  -0.07
H (-0.01, -0.54, 2.80)  0.09
N (0.21, -1.20, 0.00)  0.02
C (0.28, 0.05, 0.03)  -0.42
H (-1.01, -2.31, -1.44)  0.10
H (-0.23, 2.70, 1.33)  0.11
C (0.24, 1.11, -0.99)  -0.11
N (0.09, 2.24, -0.39)  0.05

Results
* total charge: 0
* LUMO: 0.4385 eV
* E_HOMO: -8.70 eV

*three*
Below is a structure of composition C3H7N5, with properties calculated with the ωB97M-V functional and the def2-TZVPD basis.

Each line ends with the Löwdin charge.
CARTESIAN COORDINATES (ANGSTROEM)
N (-1.12, -0.43, 1.59)  -0.08
H (2.93, 1.09, -1.79)  0.12
C (0.02, 0.10, 1.27)  -0.11
H (-1.83, -0.12, -2.90)  0.06
N (1.78, 1.11, -1.68)  0.00
H (2.36, 0.74, 0.13)  0.16
N (-1.51, -0.70, 2.88)  -0.08
N (-0.94, 0.21, -1.05)  0.02
C (1.35, 0.61, -0.60)  -0.39
H (-1.11, -1.75, 3.14)  0.14
H (0.88, 0.31, 1.78)  0.08
N (0.17, 0.24, -0.15)  -0.13
H (0.35, -0.23, -3.17)  0.17
H (-2.50, -1.15, 2.92)  0.09
C (-0.82, -0.02, -2.38)  -0.05

Results
* total charge: 0
* LUMO: 0.7473 eV
* E_HOMO: -8.31 eV

It is *three* that is the least stable of them.

*one*
Below is an isolated molecule of C2H4N2OS, with properties calculated with the ωB97M-V functional and the def2-TZVPD basis.

Each line ends with the Löwdin charge.
CARTESIAN COORDINATES (ANGSTROEM)
C (0.74, 0.02, -0.60)  -0.86
C (-1.03, -0.49, 1.12)  -0.40
H (-0.46, 1.73, -0.97)  0.24
S (0.21, -1.55, 0.01)  0.89
O (-1.23, 0.73, 0.50)  -0.19
H (2.22, -0.49, -1.86)  0.04
N (0.09, 1.10, -0.12)  0.03
H (-0.26, -0.35, 1.93)  0.08
N (1.67, 0.24, -1.45)  0.07
H (-1.96, -0.93, 1.43)  0.09

Results
* total charge: 0
* LUMO: 0.4725 eV
* E_HOMO: -9.29 eV

*two*
Below is a cluster of 2 separate species, C2H4N2OS in total, with properties calculated with the ωB97M-V functional and the def2-TZVPD basis.

Each line ends with the Löwdin charge.
CARTESIAN COORDINATES (ANGSTROEM)
O (3.30, 0.60, 0.07)  -0.28
S (1.04, -1.33, -0.16)  0.94
C (-0.71, 0.67, 0.09)  -0.25
N (0.62, 1.19, -0.07)  0.03
H (-1.26, 1.11, -0.78)  0.14
C (-0.80, -0.84, -0.03)  -0.37
N (1.45, 0.30, -0.07)  -0.47
H (-1.24, -1.39, 0.87)  0.08
H (-0.99, 0.99, 0.98)  0.07
H (-1.42, -1.30, -0.89)  0.10

Results
* total charge: 0
* LUMO (alpha / beta): -0.2095 / -0.1996 eV
* E_HOMO (alpha / beta): -9.68 / -9.67 eV

*three*
Below is an isolated molecule of C2H4N2OS, with properties calculated with the ωB97M-V functional and the def2-TZVPD basis.

Each line ends with the Löwdin charge.
CARTESIAN COORDINATES (ANGSTROEM)
H (-2.62, 1.68, 1.56)  0.12
S (1.86, 0.02, -1.65)  0.72
C (0.19, -1.10, -0.05)  -0.28
C (-0.37, 0.17, 0.37)  -0.21
N (-1.39, 0.30, 1.05)  -0.01
H (2.93, -0.62, -2.24)  -0.13
H (0.18, 1.11, 0.09)  0.11
N (1.16, -1.29, -0.85)  -0.37
O (-1.68, 1.64, 1.24)  -0.06
H (-0.25, -1.92, 0.48)  0.11

Results
* total charge: 0
* LUMO: 0.1652 eV
* E_HOMO: -9.01 eV

It is *two* that is the least stable of them.

*one*
Below is a cluster of 2 separate species, C4H5F6NOS in total, with properties calculated with the ωB97M-V functional and the def2-TZVPD basis.

Each line ends with the Löwdin charge.
CARTESIAN COORDINATES (ANGSTROEM)
H (-2.10, -0.84, -1.19)  0.07
N (-1.12, 0.64, -0.37)  -0.35
H (-3.85, 0.42, 0.97)  0.08
C (-3.50, -0.22, 0.11)  -0.07
F (3.58, -2.85, -0.52)  0.13
C (2.82, -1.81, -0.07)  -0.70
H (-4.29, -0.03, -0.58)  0.06
C (-2.08, -0.17, -0.44)  -0.27
H (-3.58, -1.24, 0.50)  0.08
C (0.75, 2.20, 0.04)  -0.92
F (0.99, 1.87, -1.17)  0.15
O (3.60, -0.71, 0.07)  0.17
S (-1.03, 1.99, 0.47)  1.02
F (2.43, -2.25, 1.15)  0.12
F (1.11, 3.47, 0.28)  0.10
F (1.45, 1.35, 0.80)  0.08
H (3.16, -0.14, 0.67)  0.08
F (1.67, -1.68, -0.72)  0.16

Results
* total charge: 0
* LUMO: 0.6052 eV
* E_HOMO: -9.41 eV

*two*
Below is an isolated molecule of C4H5F6NOS, with properties calculated with the ωB97M-V functional and the def2-TZVPD basis.

Each line ends with the Löwdin charge.
CARTESIAN COORDINATES (ANGSTROEM)
H (2.01, -0.62, -1.69)  0.11
F (-2.13, 1.66, -1.41)  0.11
F (-1.46, -2.51, -0.01)  0.17
C (2.47, -0.49, 0.47)  -0.13
C (2.04, 0.12, -0.83)  -0.42
F (-2.63, -1.13, 1.21)  0.15
H (2.66, 0.21, 1.36)  0.12
C (-1.92, -1.27, 0.11)  -0.68
F (-2.66, -0.99, -0.94)  0.16
F (-1.25, 2.62, 0.41)  0.15
C (-1.76, 1.49, -0.09)  -0.69
O (-0.38, 0.30, 1.62)  -0.31
S (-0.58, 0.14, 0.24)  0.99
H (3.22, -1.17, 0.22)  0.04
N (0.75, 0.78, -0.83)  -0.13
H (2.89, 0.78, -1.25)  0.14
F (-2.87, 1.22, 0.58)  0.14
H (1.59, -1.13, 0.82)  0.06

Results
* total charge: 0
* LUMO (alpha / beta): -0.5458 / -0.5459 eV
* E_HOMO (alpha / beta): -9.21 / -9.22 eV

It is *two* that is the least stable of them.

*one*
Below is a cluster of 9 separate species, C17H52N10O9 in total, with properties calculated with the ωB97M-V functional and the def2-TZVPD basis.

Each line ends with the Löwdin charge.
CARTESIAN COORDINATES (ANGSTROEM)
H (14.77, 0.89, 6.40)  0.11
H (21.24, -4.41, 12.92)  0.07
C (14.10, 1.78, 4.63)  -0.78
H (12.78, 3.00, 3.73)  0.12
H (18.32, 6.01, 3.29)  0.11
H (21.43, 8.54, 6.76)  0.13
O (24.97, 5.26, 7.46)  -0.06
H (19.62, 6.01, 7.98)  0.11
C (20.05, 2.28, 8.60)  -0.84
N (20.02, 1.27, 9.43)  0.17
H (20.23, -3.01, 12.41)  0.08
N (19.02, 2.30, 7.78)  0.17
H (15.74, -3.27, 7.48)  0.13
H (17.58, 0.72, 13.31)  0.07
H (15.21, 0.30, 15.18)  0.07
H (12.23, 2.40, 5.21)  0.11
O (15.58, 2.79, 14.99)  -0.06
O (20.87, 3.12, 8.61)  0.07
O (18.11, -3.96, 13.54)  -0.05
H (25.34, 7.54, 8.98)  0.07
H (17.02, 2.22, 12.78)  0.07
H (18.36, 1.56, 7.98)  0.10
O (15.09, 1.71, 3.97)  0.07
H (19.93, -4.63, 11.78)  0.07
H (25.09, -0.93, 15.04)  0.07
H (17.88, -4.45, 12.74)  0.09
O (19.24, 8.18, 5.76)  0.01
C (24.05, -0.31, 13.19)  -0.49
H (14.30, -3.72, 8.54)  0.11
H (15.55, -1.99, 11.02)  0.14
H (19.85, -2.45, 14.73)  0.07
H (21.47, 7.08, 7.63)  0.12
C (19.35, -4.37, 13.88)  -0.52
N (18.06, 3.64, 1.24)  0.15
H (20.97, -3.70, 15.34)  0.07
H (15.76, 0.88, 16.76)  0.08
C (15.67, -2.46, 9.21)  -0.87
H (23.81, -1.48, 11.36)  0.08
H (24.35, 4.68, 7.91)  0.08
N (15.02, -2.42, 10.27)  0.17
H (24.83, 6.23, 10.10)  0.06
H (22.97, -0.28, 13.31)  0.13
H (18.79, 3.19, 7.39)  0.11
N (20.97, 7.66, 6.97)  0.17
H (24.41, -2.23, 14.25)  0.07
C (25.62, 6.59, 9.44)  -0.06
H (14.23, -3.05, 10.34)  0.12
C (18.49, 4.81, 1.60)  -0.80
N (15.16, -3.24, 8.31)  0.18
H (25.90, -1.44, 13.55)  0.08
C (19.94, -3.49, 15.04)  -0.04
O (24.50, 0.99, 13.51)  -0.06
H (17.50, 4.51, 3.33)  0.09
H (16.81, -0.26, 15.70)  0.08
H (23.74, 0.16, 11.09)  0.08
C (16.70, 1.36, 13.37)  -0.04
C (20.24, -4.07, 12.67)  -0.07
H (19.20, -5.43, 14.11)  0.14
H (18.34, 3.37, 0.31)  0.12
H (25.39, 0.94, 13.86)  0.08
H (26.36, 4.54, 8.90)  0.12
C (27.27, 5.91, 7.57)  -0.07
N (18.19, 5.09, 2.88)  0.16
N (19.14, 6.72, 7.45)  0.17
O (16.62, -1.72, 9.11)  0.02
H (17.70, 3.00, 1.94)  0.11
H (15.89, 3.48, 14.40)  0.09
C (24.25, -0.56, 11.74)  -0.08
H (15.88, 0.81, 12.91)  0.07
H (25.32, -0.66, 11.54)  0.08
C (24.93, -1.29, 14.02)  -0.05
H (19.27, 0.63, 9.25)  0.10
N (12.98, 2.42, 4.53)  0.15
H (18.14, 6.62, 7.37)  0.12
H (13.10, 1.32, 6.27)  0.09
C (19.75, 7.52, 6.66)  -0.82
H (26.93, 6.77, 6.99)  0.07
C (16.50, 1.77, 14.89)  -0.51
H (26.35, 6.83, 10.20)  0.06
N (13.99, 1.17, 5.82)  0.13
H (20.66, 1.18, 10.20)  0.12
O (19.12, 5.47, 0.84)  0.06
C (26.03, 5.45, 8.41)  -0.44
H (28.11, 6.20, 8.21)  0.07
H (19.33, -3.59, 15.94)  0.07
H (27.53, 5.28, 6.72)  0.07
C (16.09, 0.56, 15.77)  -0.04
H (17.35, 2.31, 15.30)  0.13

Results
* total charge: 0
* LUMO: -0.0712 eV
* E_HOMO: -9.19 eV

*two*
Below is a cluster of 9 separate species, C17H52N10O9 in total, with properties calculated with the ωB97M-V functional and the def2-TZVPD basis.

Each line ends with the Löwdin charge.
CARTESIAN COORDINATES (ANGSTROEM)
H (-1.50, -2.12, 0.03)  0.13
N (0.46, 1.41, 3.15)  0.16
H (-4.49, 3.46, 2.60)  0.14
C (-4.34, 1.37, 2.78)  -0.03
O (2.28, 1.58, 0.14)  -0.09
C (1.07, -4.13, 2.86)  -0.60
H (-1.56, 3.97, -3.04)  0.15
C (2.18, 0.17, -2.79)  -0.66
H (-2.58, 3.45, 2.53)  0.12
H (-0.91, 0.39, -1.63)  0.04
H (-0.58, -0.56, 3.93)  0.16
H (4.57, -2.05, 2.79)  0.13
H (0.37, 1.98, 1.49)  0.06
H (-1.51, 2.09, -4.46)  0.03
C (0.71, -0.08, -6.10)  -0.03
H (-2.56, -0.27, -1.47)  0.06
H (1.81, 1.50, -4.24)  0.07
O (-1.36, -0.44, 0.96)  -0.03
H (-0.43, 0.98, -3.67)  0.05
N (0.20, -0.77, 3.25)  0.13
H (1.80, -4.27, 0.78)  0.08
C (-1.05, -1.12, -0.07)  -0.55
C (1.87, -4.87, 1.70)  0.00
H (0.66, -1.75, 3.14)  0.10
H (-0.57, 1.14, 0.56)  0.09
O (2.29, 0.05, 2.40)  -0.10
H (1.39, 2.11, -2.19)  0.06
N (3.88, -2.03, 2.07)  0.16
H (-4.21, 3.95, 5.21)  0.09
H (0.16, -0.89, -5.64)  0.08
C (1.00, 0.23, 2.93)  -0.52
C (-0.96, 1.21, -4.61)  -0.03
H (0.75, -0.26, -7.18)  0.08
O (0.83, 2.17, -5.59)  -0.01
O (-3.47, 2.27, -2.78)  -0.11
H (-0.89, -5.15, 2.68)  0.10
N (-1.58, 3.57, -2.10)  0.12
O (1.49, -3.00, 2.85)  -0.05
O (1.31, -0.77, -3.24)  -0.08
H (-0.44, 1.34, 3.61)  0.12
H (3.48, 0.63, -1.25)  0.12
H (2.45, -3.01, 2.73)  0.09
H (5.58, -3.78, 1.82)  0.13
C (0.45, -1.45, -0.12)  -0.04
H (-3.53, 1.09, 2.09)  0.06
H (3.13, 1.95, -3.15)  0.16
H (-4.41, 0.58, 3.52)  0.06
H (1.02, 2.22, 3.17)  0.13
H (-5.32, 1.28, 2.25)  0.09
H (-1.53, 2.20, -0.06)  0.04
O (3.34, -2.39, -0.20)  -0.12
H (0.45, 2.85, -5.05)  0.12
H (1.04, -0.63, -0.42)  0.04
N (3.14, -0.06, -1.96)  0.17
H (-0.51, 1.58, -6.66)  0.13
H (-0.97, -3.35, 3.25)  0.06
H (0.64, -2.14, -0.93)  0.09
C (-3.99, 2.80, 3.32)  -0.69
C (1.02, 1.92, -0.25)  -0.59
H (0.86, -1.84, 0.77)  0.04
N (0.80, 2.43, -1.41)  0.19
H (-5.67, 3.35, 4.45)  0.09
H (5.03, -4.35, 0.24)  0.15
C (-2.49, 2.68, -1.88)  -0.60
H (-0.16, 2.70, -1.72)  0.05
H (1.54, -5.87, 1.58)  0.07
N (5.01, -3.61, 0.97)  0.15
H (-3.12, 1.56, -0.42)  0.07
H (-4.58, 2.18, 5.34)  0.08
H (-1.29, -1.17, -2.28)  0.09
H (2.92, -4.94, 1.89)  0.05
H (3.19, -1.30, 2.01)  0.05
H (1.39, -4.58, 3.78)  0.13
N (-0.04, 2.04, 0.55)  0.11
H (3.08, -1.00, -1.54)  0.08
N (-2.42, 2.21, -0.62)  0.15
H (-1.72, 0.33, -4.72)  0.13
C (-1.52, -0.49, -1.44)  -0.01
H (-0.85, -0.74, 1.73)  0.06
C (4.10, -2.66, 0.96)  -0.58
H (-1.15, 4.11, -1.35)  0.14
N (2.36, 1.30, -3.41)  0.13
C (-0.47, -4.12, 2.70)  0.00
H (-0.64, -3.72, 1.65)  0.09
C (-4.62, 3.07, 4.67)  -0.05
H (1.75, -0.04, -5.81)  0.08
O (-2.81, 3.09, 3.38)  0.04
C (0.04, 1.23, -5.80)  -0.62

Results
* total charge: 0
* LUMO: 0.1389 eV
* E_HOMO: -8.46 eV

It is *two* that is the least stable of them.

*one*
Below is a cluster of 2 separate species, C7H15N5 in total, with properties calculated with the ωB97M-V functional and the def2-TZVPD basis.

Each line ends with the Löwdin charge.
CARTESIAN COORDINATES (ANGSTROEM)
N (-0.48, -0.04, 0.59)  0.18
H (-3.14, 0.40, 0.14)  0.10
H (-2.98, 2.18, 0.66)  0.10
H (0.42, 1.91, 1.23)  0.05
N (1.66, 0.34, 0.15)  -0.12
H (-0.56, -2.16, -2.04)  0.07
H (-0.14, -3.26, 0.26)  0.08
C (-2.52, 1.16, 0.71)  -0.03
H (0.26, -0.71, -1.85)  0.09
H (1.08, -1.98, -0.21)  0.08
H (-1.05, 1.04, -1.01)  0.12
H (4.39, -0.50, -0.90)  0.05
C (-0.70, -1.26, -1.52)  -0.10
H (-0.82, 3.05, 1.05)  0.04
N (3.60, 0.25, 0.77)  -0.01
H (-2.38, 0.83, 1.69)  0.07
C (0.21, -2.26, 0.45)  -0.04
H (-1.55, -0.71, -2.05)  0.10
H (0.26, 3.03, -0.14)  0.07
H (-1.84, -1.49, 0.19)  0.15
H (0.36, -2.25, 1.46)  0.05
C (-0.24, 2.39, 0.53)  -0.04
N (2.38, 0.54, 1.17)  -0.02
C (3.52, -0.31, -0.44)  -0.18
C (-1.13, 1.20, 0.09)  -0.40
N (2.22, -0.13, -0.92)  0.03
C (-0.82, -1.26, -0.07)  -0.48

Results
* total charge: 0
* LUMO (alpha / beta): -1.7858 / -2.1170 eV
* E_HOMO (alpha / beta): -9.99 / -9.98 eV

*two*
Below is an isolated molecule of C7H15N5, with properties calculated with the ωB97M-V functional and the def2-TZVPD basis.

Each line ends with the Löwdin charge.
CARTESIAN COORDINATES (ANGSTROEM)
H (0.09, 3.48, -1.44)  0.11
C (0.92, 1.51, -0.16)  -0.40
H (2.20, -2.42, -0.56)  0.06
H (-0.56, 1.83, -2.08)  0.08
C (1.16, -0.07, -0.39)  -0.11
H (0.20, -0.82, 1.41)  0.13
C (0.13, -0.98, 0.34)  -0.27
H (1.72, 1.75, 2.04)  0.12
H (-1.09, 2.36, -0.19)  0.10
C (-0.21, 2.36, -1.04)  -0.10
N (-2.10, -0.28, 1.20)  0.05
N (-3.41, -0.35, -0.41)  0.00
H (1.90, -2.60, 1.10)  0.12
N (-3.32, -0.22, 0.83)  -0.05
H (-0.06, 1.56, 1.65)  0.05
H (2.19, -0.43, 0.03)  0.14
N (-2.18, -0.72, -0.83)  0.07
H (0.60, 3.06, 1.33)  0.04
C (0.35, -2.37, -0.11)  -0.36
H (1.07, -0.19, -1.50)  0.12
H (1.85, 1.90, -0.60)  0.10
C (0.86, 2.05, 1.29)  -0.10
N (1.62, -2.88, 0.12)  0.02
H (-0.37, -3.05, 0.41)  0.14
C (-1.38, -0.67, 0.18)  -0.34
H (-2.06, -1.43, -1.59)  0.19
H (-0.11, -2.40, -1.03)  0.09

Results
* total charge: 0
* LUMO: 0.5280 eV
* E_HOMO: -9.73 eV

It is *one* that is the least stable of them.

*one*
Below is a cluster of 4 separate species, C3H13NO4 in total, with properties calculated with the ωB97M-V functional and the def2-TZVPD basis.

Each line ends with the Löwdin charge.
CARTESIAN COORDINATES (ANGSTROEM)
H (1.62, -0.89, -0.79)  0.07
H (-0.85, 2.62, 0.73)  0.11
C (1.95, 1.14, -0.40)  -0.18
H (2.65, 1.07, 0.44)  0.12
O (-4.00, 2.74, -1.12)  -0.07
H (2.21, 2.05, -0.92)  0.11
H (-0.91, -1.73, 1.23)  0.02
O (-0.22, 0.25, 0.13)  0.04
H (0.29, -4.98, 0.48)  0.03
H (-4.79, 3.30, -1.11)  0.04
H (3.25, -0.35, -1.37)  0.07
H (-0.93, -2.46, 2.51)  0.06
H (0.75, 3.21, 0.53)  0.10
O (-1.30, -2.53, 1.61)  -0.06
C (2.20, -0.10, -1.27)  -0.09
H (-0.61, -4.48, 1.62)  0.00
O (0.16, -5.04, 1.43)  -0.08
H (1.72, -0.02, -2.25)  0.08
H (-3.85, 2.56, -2.06)  0.03
N (0.11, 2.44, 0.49)  0.16
C (0.53, 1.21, 0.12)  -0.55

Results
* total charge: 0
* LUMO: 0.6355 eV
* E_HOMO: -10.18 eV

*two*
Below is a cluster of 4 separate species, C3H13NO4 in total, with properties calculated with the ωB97M-V functional and the def2-TZVPD basis.

Each line ends with the Löwdin charge.
CARTESIAN COORDINATES (ANGSTROEM)
H (-0.70, 1.55, -0.89)  0.15
O (1.30, -1.71, 2.32)  -0.07
H (0.85, -1.07, 1.72)  0.00
H (-0.10, -1.89, -1.17)  0.09
O (1.59, 3.05, 0.69)  -0.12
H (0.72, 2.65, 0.99)  0.04
O (1.42, 1.42, -1.83)  -0.05
N (-1.81, -1.35, 1.05)  0.01
H (2.28, 2.41, 1.07)  0.08
H (-1.63, -0.91, 1.96)  0.07
C (-1.58, -0.56, -0.20)  -0.34
O (0.07, 0.97, 0.91)  0.04
C (-1.05, -1.38, -1.47)  -0.04
H (-0.76, -0.63, -2.20)  0.06
C (-0.61, 0.75, 0.01)  -0.25
H (1.71, 1.99, -1.15)  -0.02
H (-1.32, -2.27, 1.06)  0.08
H (-1.90, -1.79, -1.92)  0.05
H (-2.60, -0.10, -0.54)  0.15
H (1.85, -2.17, 1.67)  0.03
H (2.27, 1.03, -2.08)  0.05

Results
* total charge: 0
* LUMO: 0.4361 eV
* E_HOMO: -9.32 eV

It is *two* that is the least stable of them.